1.
ORCA calculation (ωB97M-V/def2-TZVPD) on 2 unconnected molecules or ions with the total composition C3H6N4S.

Net charge: 0
Largest force on an atom, eV Å⁻¹: 4.22
Calculated total energy, hartree: -734.94836
LUMO level, hartree: 0.0233
HOMO-LUMO gap, eV: 9.05
SMILES string: C#[N+][S-].CN=C=NN
Energy relative to the best compared isomer or geometry (same formula, charge and spin), kcal/mol: 123.9

Bonds (Å) are listed after each position.
Geometry (Å):
1 C 2.264 0.231 1.267  N2 1.158, H4 1.006
2 N 2.396 0.445 0.136  C1 1.158, S3 1.558
3 S 2.703 0.953 -1.304  N2 1.558
4 H 2.365 0.118 2.261  C1 1.006
5 C -0.960 1.677 -1.250  N6 1.470, H10 1.034, H11 1.139, H12 1.029
6 N -0.678 0.927 -0.017  C5 1.470, C7 1.245
7 C -0.708 -0.308 0.145  N6 1.245, N8 1.180
8 N -0.481 -1.435 0.406  C7 1.180, N9 1.397
9 N -1.143 -2.605 0.789  N8 1.397, H13 1.009, H14 1.021
10 H -0.085 1.932 -1.738  C5 1.034
11 H -1.610 2.604 -1.122  C5 1.139
12 H -1.605 1.172 -1.873  C5 1.029
13 H -2.021 -2.415 1.248  N9 1.009
14 H -0.438 -3.297 1.050  N9 1.021

=====

2.
ORCA calculation (ωB97M-V/def2-TZVPD) on a gas-phase ion, C3H6N5O (charge +1).

Net charge: +1
Largest force on an atom, eV Å⁻¹: 4.44
Calculated total energy, hartree: -466.50756
LUMO level, hartree: -0.2016
HOMO-LUMO gap, eV: 7.49
SMILES string: C#[N+]/N=N\C(N)=C(/N)O
Energy relative to the best compared isomer or geometry (same formula, charge and spin), kcal/mol: 85.5

Bonds (Å) are listed after each position.
Geometry (Å):
1 C 2.571 -1.115 0.688  N2 1.162, H10 1.044
2 N 2.166 -0.213 0.077  C1 1.162, N3 1.234
3 N 1.825 0.912 -0.298  N2 1.234, N4 1.260
4 N 0.677 1.434 -0.285  N3 1.260, C5 1.283
5 C -0.461 0.868 -0.117  N4 1.283, N6 1.438, C7 1.401
6 N -1.458 1.813 0.309  C5 1.438, H11 1.023, H12 1.041
7 C -0.851 -0.475 -0.199  C5 1.401, N8 1.339, O9 1.342
8 N -0.193 -1.461 -0.823  C7 1.339, H13 0.954, H14 1.049
9 O -1.994 -0.889 0.370  C7 1.342, H15 1.003
10 H 3.302 -1.511 1.320  C1 1.044
11 H -1.075 2.680 0.692  N6 1.023
12 H -2.010 1.989 -0.556  N6 1.041
13 H 0.509 -1.259 -1.437  N8 0.954
14 H -0.840 -2.262 -1.023  N8 1.049
15 H -2.167 -0.511 1.282  O9 1.003

=====

3.
ORCA calculation (ωB97M-V/def2-TZVPD) on 2 unconnected molecules or ions with the total composition C3H6N5O5.

Net charge: +1
Largest force on an atom, eV Å⁻¹: 4.14
Calculated total energy, hartree: -767.35203
LUMO level (alpha / beta), hartree: -0.1979 / -0.1964
HOMO-LUMO gap (alpha / beta), eV: 7.89 / 7.95
Energy relative to the best compared isomer or geometry (same formula, charge and spin), kcal/mol: 61.2

Bonds (Å) are listed after each position.
Geometry (Å):
1 C -1.784 -0.095 -0.121  N6 1.347, N7 1.354
2 C 0.118 -1.068 -0.674  N8 1.224, O13 1.182
3 C 2.139 0.106 0.054  N4 1.328, N5 1.286, N8 1.304
4 N 2.632 1.319 -0.165  C3 1.328, H14 1.027, H15 0.986
5 N 2.741 -0.732 0.822  C3 1.286, H16 0.992, H17 1.070
6 N -2.867 -0.860 0.119  C1 1.347, O9 1.349, O10 1.200
7 N -1.958 1.243 -0.238  C1 1.354, O11 1.394, O12 1.232
8 N 1.038 -0.273 -0.533  C2 1.224, C3 1.304
9 O -2.678 -2.195 0.083  N6 1.349, H19 0.968
10 O -3.853 -0.485 0.691  N6 1.200
11 O -0.861 1.905 0.310  N7 1.394, H18 0.997
12 O -2.865 1.900 -0.750  N7 1.232
13 O -0.353 -2.041 -1.154  C2 1.182
14 H 3.655 1.400 -0.107  N4 1.027
15 H 1.977 1.801 -0.722  N4 0.986
16 H 3.691 -0.520 1.014  N5 0.992
17 H 2.420 -1.715 1.095  N5 1.070
18 H -1.248 2.682 0.799  O11 0.997
19 H -1.944 -2.371 -0.523  O9 0.968